Computed, not measured: a molecular structure, C46H82HfN6O6, with ωB97M-V/def2-TZVPD.

Cartesian coordinates (Å):
Hf  8.7132  -19.7521  6.8411
C  4.5824  -18.1813  4.1421
C  4.5239  -19.6244  4.5011
C  3.4704  -20.3284  3.5390
C  3.6047  -21.8168  3.3540
C  4.9806  -22.1174  2.6757
C  6.1231  -21.0655  3.0254
N  5.8028  -20.3813  4.3129
O  6.9288  -19.9275  5.1116
C  6.2920  -20.0262  1.8893
C  7.4016  -21.8680  3.0774
C  4.0279  -19.8038  5.9693
H  3.6007  -17.7914  3.8729
H  5.2617  -18.0541  3.2992
H  4.8189  -17.5477  4.9969
H  3.3543  -19.9290  2.5315
H  2.5114  -20.2004  4.0410
H  2.7245  -22.1280  2.7913
H  3.5922  -22.1170  4.4018
H  4.9829  -22.2622  1.5954
H  5.3241  -23.0714  3.0756
H  6.9017  -19.1909  2.2339
H  5.4299  -19.4431  1.5655
H  6.5425  -20.4943  0.9373
H  7.5486  -22.5436  3.9201
H  8.1791  -21.1092  3.1661
H  7.8204  -22.4188  2.2351
H  2.9981  -19.5257  6.1936
H  4.7498  -19.3812  6.6682
H  4.0782  -20.8298  6.3340
C  12.1276  -22.0773  6.3078
C  11.2251  -23.2502  5.8485
C  12.0084  -24.5894  6.1539
C  11.1459  -25.8624  5.8717
C  10.0228  -25.8447  6.8706
C  9.1201  -24.6362  6.7043
N  9.8758  -23.3061  6.5692
O  9.1209  -22.0895  6.3010
C  8.2554  -24.7194  7.9805
C  8.2172  -24.8909  5.4266
C  11.0811  -23.2542  4.3708
H  13.0923  -21.9726  5.8115
H  12.2365  -22.0216  7.3910
H  11.6876  -21.1136  6.0512
H  12.5332  -24.6116  7.1089
H  12.8122  -24.7536  5.4363
H  11.7711  -26.7512  5.9575
H  10.7774  -26.1419  4.8846
H  10.4941  -25.8937  7.8523
H  9.5687  -26.8239  6.7192
H  7.3743  -25.2782  7.6650
H  7.9358  -23.7289  8.3040
H  8.6316  -25.2334  8.8650
H  7.7748  -25.8752  5.5803
H  8.8896  -25.1015  4.5950
H  7.6316  -24.0105  5.1615
H  12.0881  -23.2323  3.9540
H  10.5969  -22.4140  3.8732
H  10.4989  -24.0945  3.9925
C  5.1649  -15.7724  7.1856
C  6.6533  -15.5603  7.6913
C  6.7001  -14.3661  8.6434
C  6.2999  -14.5077  10.0679
C  6.9634  -15.7425  10.6698
C  6.6745  -17.0597  9.8745
N  7.2214  -16.7969  8.4792
O  7.4112  -17.8836  7.6776
C  5.1540  -17.4232  9.7986
C  7.6230  -18.0154  10.6965
C  7.6747  -15.1442  6.5689
H  4.3771  -15.3324  7.7970
H  4.8151  -16.7869  6.9942
H  4.9818  -15.2938  6.2236
H  6.1852  -13.5101  8.2072
H  7.6883  -14.0117  8.9367
H  5.2117  -14.5554  10.1076
H  6.5835  -13.6395  10.6629
H  6.5534  -15.9072  11.6662
H  8.0359  -15.5492  10.6867
H  4.7859  -18.0193  8.9636
H  4.3312  -16.7324  9.9826
H  5.0340  -18.1058  10.6399
H  7.2590  -18.5033  11.6007
H  8.5970  -17.5430  10.8235
H  7.7356  -18.9252  10.1067
H  7.3963  -14.1595  6.1934
H  7.5141  -15.7914  5.7067
H  8.6731  -15.2374  6.9962
C  11.2338  -16.5736  9.8440
C  11.5047  -17.9968  10.4489
C  11.1705  -17.9675  12.0110
C  11.4607  -19.2572  12.8004
C  10.4990  -20.3426  12.1343
C  10.5863  -20.5235  10.5417
N  10.7158  -19.1531  9.9062
O  10.5128  -19.2760  8.5151
C  9.4629  -21.4226  10.0791
C  11.8756  -21.3080  10.3189
C  13.0501  -18.2460  10.2058
H  10.2380  -16.2977  9.4974
H  11.7161  -16.3396  8.8950
H  11.4306  -15.8642  10.6479
H  10.2652  -17.3838  12.1775
H  11.8835  -17.2140  12.3456
H  11.1095  -19.1101  13.8217
H  12.4867  -19.6101  12.9045
H  9.4375  -20.2057  12.3407
H  10.7047  -21.3349  12.5357
H  9.2050  -22.1496  10.8492
H  9.6740  -21.8761  9.1107
H  8.6539  -20.6944  10.0210
H  11.6311  -22.3662  10.2276
H  12.5562  -21.1114  11.1473
H  12.2560  -20.9804  9.3514
H  13.2842  -18.7319  9.2586
H  13.6086  -18.6937  11.0277
H  13.5111  -17.2631  10.1086
N  11.2953  -18.2612  5.5372
C  10.9930  -19.2372  4.5973
C  9.6716  -18.9052  4.1598
C  9.2407  -17.7990  4.9013
C  10.1982  -17.4129  5.7368
H  12.2251  -18.1054  5.8995
H  11.7478  -19.9193  4.2346
H  9.1712  -19.4000  3.3406
H  8.2765  -17.3224  4.8040
H  10.2941  -16.4445  6.2051
C  3.5048  -24.8497  8.3795
C  3.4562  -24.0279  9.4663
C  4.1347  -22.8491  9.4825
C  5.0283  -22.5113  8.4737
C  5.0196  -23.3466  7.3460
C  4.3310  -24.5326  7.2884
N  5.8570  -21.2250  8.6634
O  6.7678  -20.9709  7.9402
O  5.6562  -20.6299  9.6686
H  2.8633  -25.7109  8.4941
H  2.8246  -24.4283  10.2455
H  4.1359  -22.2082  10.3518
H  5.5494  -23.1736  6.4209
H  4.5118  -25.1053  6.3909

strongest force on any atom: 0.078 Eh/bohr
multiplicity: 1
HOMO-LUMO gap: 5.4 eV
E_HOMO: -6.15 eV

Computed, not measured: 9 unconnected molecules or ions with the total composition C46H85BBrNO28, with ωB97M-V/def2-TZVPD.

Cartesian coordinates (Å):
C  0.1371  0.4915  1.4039
C  -0.2777  -0.3316  0.1979
C  0.7073  -0.2740  -0.9798
C  1.0600  -1.6591  -1.5856
C  2.4728  -2.0925  -1.3995
C  3.2411  -2.6824  -2.3341
B  2.6833  -3.0227  -3.7815
O  2.6810  -2.0250  -4.6937
N  2.1179  -4.3204  -4.2076
C  3.0964  -5.4195  -4.1586
C  0.9465  -4.6966  -3.3867
C  4.6497  -3.0146  -2.0229
O  5.3187  -3.7485  -2.7405
C  5.2956  -2.3803  -0.8270
O  6.6419  -2.3597  -0.7491
C  7.2983  -3.6292  -0.5959
C  6.6817  -4.5244  0.4563
C  4.5119  -1.8120  0.1079
Br  5.1862  -0.9641  1.6356
C  3.0348  -1.8785  -0.0321
O  2.3007  -1.8016  0.9522
H  -0.5395  0.2931  2.2303
H  0.1105  1.5566  1.1948
H  1.1423  0.2570  1.7404
H  -0.4841  -1.3573  0.4796
H  -1.2301  0.0737  -0.1401
H  1.6167  0.2595  -0.7182
H  0.2440  0.3060  -1.7710
H  0.7940  -1.6385  -2.6369
H  0.4244  -2.3948  -1.0971
H  2.2981  -2.3738  -5.5043
H  3.4735  -5.5654  -3.1433
H  2.6184  -6.3476  -4.4516
H  3.9528  -5.2070  -4.7845
H  1.2249  -5.4039  -2.6069
H  0.1955  -5.1416  -4.0316
H  0.4754  -3.8414  -2.9139
H  8.3081  -3.3908  -0.2876
H  7.3615  -4.1704  -1.5324
H  5.6755  -4.8516  0.2141
H  6.6829  -4.0254  1.4197
H  7.2997  -5.4142  0.5189
C  -4.2808  -5.0382  -8.6243
C  -4.4832  -4.9829  -7.1261
O  -3.2818  -4.6115  -6.4318
C  -2.9793  -3.3180  -6.4677
O  -3.6276  -2.4464  -6.9812
O  -1.8346  -3.1451  -5.8046
C  -1.3527  -1.8004  -5.8068
H  -3.4494  -5.6997  -8.8712
H  -5.1791  -5.4081  -9.1181
H  -4.0505  -4.0534  -9.0281
H  -4.7362  -5.9699  -6.7444
H  -5.2904  -4.3035  -6.8537
H  -2.1134  -1.1115  -5.4470
H  -1.0353  -1.5140  -6.8083
H  -0.4970  -1.7811  -5.1365
C  3.3398  5.6502  2.4221
C  2.8895  4.9701  1.1493
O  1.4734  4.7378  1.1578
C  0.7079  5.7995  0.9265
O  1.0875  6.9119  0.6782
O  -0.5661  5.4120  1.0059
C  -1.5118  6.4694  0.8293
H  3.0062  5.0776  3.2874
H  4.4255  5.7352  2.4547
H  2.9176  6.6510  2.5030
H  3.3357  3.9804  1.0722
H  3.1753  5.5362  0.2630
H  -1.3314  7.0022  -0.1011
H  -1.4649  7.1620  1.6686
H  -2.4912  6.0016  0.7985
C  -7.6155  -10.4715  -10.1333
C  -8.0457  -9.0956  -10.5923
O  -6.9267  -8.2781  -10.9697
C  -6.3920  -8.5577  -12.1551
O  -6.7697  -9.3999  -12.9249
O  -5.3587  -7.7378  -12.3473
C  -4.6287  -7.9911  -13.5500
H  -6.8825  -10.3942  -9.3291
H  -8.4759  -11.0364  -9.7727
H  -7.1542  -11.0310  -10.9462
H  -8.5248  -8.5606  -9.7750
H  -8.7560  -9.1507  -11.4166
H  -5.2885  -7.9916  -14.4141
H  -4.1054  -8.9432  -13.4799
H  -3.9060  -7.1861  -13.6434
C  9.8580  -8.0411  -3.0349
C  10.5416  -8.7560  -1.8890
O  11.7021  -8.0469  -1.4291
C  11.4568  -6.9880  -0.6643
O  10.3745  -6.6053  -0.3056
O  12.6222  -6.4261  -0.3499
C  12.5094  -5.2363  0.4338
H  10.5657  -7.8571  -3.8440
H  9.0363  -8.6457  -3.4181
H  9.4569  -7.0803  -2.7160
H  10.9154  -9.7234  -2.2177
H  9.8602  -8.9248  -1.0555
H  11.9183  -5.4136  1.3292
H  12.0619  -4.4376  -0.1558
H  13.5207  -4.9577  0.7135
C  0.6617  4.5334  5.0806
C  -0.1795  5.7779  4.9022
O  -0.8039  6.1893  6.1272
C  -0.0060  6.8147  6.9891
O  1.1487  7.0973  6.8127
O  -0.7237  7.1147  8.0704
C  0.0159  7.7673  9.1050
H  0.0699  3.7279  5.5173
H  1.0449  4.2017  4.1158
H  1.5069  4.7183  5.7426
H  -1.0019  5.5781  4.2173
H  0.4050  6.6025  4.4925
H  0.5222  8.6524  8.7285
H  0.7384  7.0802  9.5428
H  -0.6975  8.0687  9.8651
C  -0.4755  13.6239  12.9069
C  -0.2649  12.2609  13.5291
O  -1.4567  11.4600  13.4854
C  -1.7377  10.9175  12.3059
O  -1.0793  11.0113  11.3031
O  -2.8774  10.2362  12.4263
C  -3.3428  9.6576  11.2063
H  -1.3200  14.1319  13.3738
H  0.4146  14.2399  13.0315
H  -0.6858  13.5401  11.8416
H  -0.0327  12.3609  14.5872
H  0.5557  11.7238  13.0542
H  -2.5742  9.0421  10.7468
H  -3.6539  10.4393  10.5151
H  -4.1996  9.0383  11.4536
C  -10.8698  -14.6393  -5.2411
C  -11.8138  -14.1746  -6.3292
O  -11.1158  -13.5367  -7.4094
C  -10.4976  -14.3592  -8.2525
O  -10.5058  -15.5598  -8.2109
O  -9.8840  -13.6171  -9.1747
C  -9.1236  -14.3724  -10.1211
H  -10.2560  -13.8086  -4.8906
H  -11.4348  -15.0380  -4.3989
H  -10.2028  -15.4184  -5.6063
H  -12.4891  -13.4140  -5.9428
H  -12.4176  -14.9949  -6.7159
H  -9.7303  -15.1417  -10.5924
H  -8.2627  -14.8253  -9.6319
H  -8.7768  -13.6728  -10.8761
C  2.2725  20.0364  11.5336
C  2.4539  18.6398  12.0880
O  1.2395  17.8768  12.0294
C  0.9275  17.3949  10.8288
O  1.5804  17.5060  9.8262
O  -0.2264  16.7377  10.9372
C  -0.7148  16.2029  9.7043
H  1.4520  20.5434  12.0429
H  3.1842  20.6171  11.6727
H  2.0417  20.0097  10.4700
H  2.7074  18.6841  13.1452
H  3.2503  18.1028  11.5735
H  0.0379  15.5835  9.2224
H  -1.0180  17.0085  9.0378
H  -1.5791  15.5956  9.9563

strongest force on any atom: 0.032 Eh/bohr
multiplicity: 1
HOMO-LUMO gap: 7.6 eV
SMILES string: CCCCC1=C(B(O)N(C)C)C(=O)C(OCC)=C(Br)C1=O.CCOC(=O)OC.CCOC(=O)OC.CCOC(=O)OC.CCOC(=O)OC.CCOC(=O)OC.CCOC(=O)OC.CCOC(=O)OC.CCOC(=O)OC
E_HOMO: -8.88 eV